# 1
114
Properties=species:S:1:pos:R:3:mulliken_charge:R:1 method="wB97M-V/def2-TZVPD" gap_ev=7.657 energy_ha=-3464.14992 lumo_energy_ev=-1.029 mol_weight_g_mol=878.78
H 1.76 0.88 -1.42 0.198
N 1.73 0.18 -2.16 -0.569
C 0.83 0.46 -3.02 0.486
N -0.01 1.66 -2.91 -0.639
N 0.58 -0.37 -4.19 -0.406
C 1.41 0.28 -5.28 -0.418
C 1.63 -0.75 -6.45 -0.810
C 2.75 -0.36 -7.48 -0.604
C 4.10 0.15 -6.83 -0.855
C 4.08 1.69 -6.48 0.362
C 5.19 2.22 -5.64 -0.386
N 5.33 3.49 -5.21 -0.367
C 4.26 4.25 -5.66 0.110
C 4.22 5.70 -5.24 -0.321
C 3.19 6.62 -5.62 -0.082
O 3.24 7.94 -5.13 -0.532
C 2.09 6.13 -6.52 0.368
P 0.72 7.27 -7.10 0.809
N 0.38 6.82 -8.58 -0.742
O 1.22 8.87 -7.12 -0.460
O -0.66 7.04 -6.18 -0.517
C 2.11 4.74 -6.94 -0.813
C 3.17 3.77 -6.51 0.375
N 3.06 2.45 -6.94 -0.237
H 0.42 2.34 -3.54 0.218
H -0.03 2.01 -1.95 0.281
H -0.41 -0.34 -4.43 0.330
H 2.37 0.58 -4.76 0.332
H 0.83 1.16 -5.65 0.304
H 1.76 -1.79 -6.05 0.328
H 0.65 -0.78 -7.03 0.235
H 2.41 0.36 -8.28 0.352
H 3.01 -1.30 -8.05 0.360
H 4.30 -0.39 -5.86 0.376
H 4.95 -0.05 -7.54 0.446
H 6.00 1.49 -5.34 0.394
H 5.05 6.08 -4.59 0.384
H 2.67 7.96 -4.33 0.338
H 0.57 7.65 -9.16 0.211
H 0.41 9.38 -7.34 0.354
H -0.61 6.14 -5.80 0.354
H 1.28 4.41 -7.62 0.363
C 2.21 -0.83 0.61 -0.665
O 1.81 -0.86 1.98 -0.361
C 1.05 -1.92 2.31 0.677
O 0.71 -2.80 1.56 -0.568
O 0.75 -1.83 3.61 -0.171
C -0.06 -2.90 4.10 -0.768
H 2.82 0.07 0.46 0.301
H 2.82 -1.70 0.37 0.338
H 1.35 -0.77 -0.04 0.250
H 0.46 -3.85 3.99 0.376
H -1.02 -2.93 3.58 0.280
H -0.25 -2.72 5.16 0.233
C -4.29 -4.96 8.08 -0.756
O -5.17 -4.05 7.41 -0.335
C -4.66 -3.51 6.30 0.786
O -3.57 -3.73 5.84 -0.536
O -5.58 -2.69 5.78 -0.305
C -5.17 -2.04 4.58 -0.620
H -4.81 -5.33 8.96 0.236
H -4.05 -5.81 7.43 0.322
H -3.38 -4.45 8.40 0.343
H -4.96 -2.77 3.79 0.289
H -4.29 -1.42 4.76 0.318
H -5.99 -1.40 4.25 0.189
C -4.77 -3.25 -0.41 -0.587
O -5.74 -2.39 -1.01 -0.305
C -6.57 -1.82 -0.13 0.806
O -6.56 -1.97 1.06 -0.527
O -7.42 -1.04 -0.82 -0.324
C -8.37 -0.36 -0.01 -0.615
H -4.15 -3.66 -1.21 0.202
H -4.12 -2.70 0.27 0.274
H -5.25 -4.08 0.11 0.285
H -7.87 0.31 0.69 0.287
H -9.00 -1.07 0.52 0.286
H -9.00 0.23 -0.67 0.218
C 2.63 -0.28 5.04 -0.325
O 2.26 0.93 5.71 -0.341
C 2.81 2.03 5.20 0.795
O 3.56 2.08 4.26 -0.544
O 2.38 3.08 5.92 -0.327
C 2.89 4.34 5.49 -0.625
H 2.13 -1.11 5.53 0.125
H 2.31 -0.25 4.00 0.248
H 3.71 -0.44 5.10 0.317
H 2.58 4.55 4.46 0.287
H 3.98 4.36 5.57 0.287
H 2.48 5.10 6.14 0.216
C 7.24 3.42 -2.82 -0.659
O 7.89 2.21 -2.43 -0.301
C 8.04 2.08 -1.10 0.770
O 7.69 2.87 -0.27 -0.541
O 8.66 0.91 -0.87 -0.323
C 8.89 0.64 0.51 -0.611
H 7.17 3.42 -3.91 0.234
H 6.23 3.47 -2.41 0.296
H 7.82 4.29 -2.51 0.402
H 7.94 0.57 1.05 0.278
H 9.54 1.40 0.95 0.292
H 9.39 -0.33 0.57 0.217
C -8.53 -9.68 7.44 -0.624
O -8.90 -8.47 8.11 -0.326
C -8.35 -7.36 7.59 0.796
O -7.60 -7.32 6.65 -0.538
O -8.77 -6.32 8.31 -0.324
C -8.26 -5.06 7.87 -0.171
H -9.03 -10.50 7.94 0.218
H -8.85 -9.65 6.40 0.288
H -7.45 -9.83 7.50 0.292
H -8.58 -4.85 6.84 0.286
H -7.18 -5.03 7.95 -0.101
H -8.67 -4.29 8.52 0.276


# 2
94
Properties=species:S:1:pos:R:3:mulliken_charge:R:1 method="wB97M-V/def2-TZVPD" gap_ev="3.889 / 6.286" energy_ha=-2899.27787 multiplicity=4 lumo_energy_ev="2.665 / 2.661" s2=3.763 mol_weight_g_mol=602.81 total_charge=-1
O -0.58 -0.53 -4.82 -0.397
C -0.49 0.30 -6.07 -0.384
C -0.37 -0.87 -7.05 -0.708
H 0.43 0.90 -6.04 0.085
H -1.37 0.96 -6.17 0.212
C -0.43 -1.68 -5.72 1.442
H 0.61 -0.85 -7.56 0.309
H -1.22 -1.03 -7.73 0.326
C 0.82 -2.48 -5.37 -1.674
H 1.61 -1.87 -4.91 0.272
H 1.20 -3.00 -6.26 0.408
H 0.52 -3.25 -4.65 0.552
C -1.66 -2.55 -5.63 -1.589
H -2.54 -1.93 -5.49 0.377
H -1.57 -3.20 -4.74 0.329
H -1.75 -3.18 -6.53 0.369
V -0.92 -1.03 -0.64 0.207
C -2.89 -1.90 0.11 -0.371
C -2.96 -0.52 0.49 -0.060
C -2.93 0.28 -0.70 -0.941
H -3.14 -0.15 1.49 0.303
C -2.93 -0.61 -1.84 -0.207
C -2.88 -1.96 -1.33 -0.965
H -2.91 -2.89 -1.91 0.562
H -2.95 -2.72 0.82 0.359
H -2.98 1.37 -0.70 0.393
H -3.02 -0.28 -2.88 0.417
C 0.24 -2.84 0.35 -0.016
C -0.53 -3.31 -0.75 -1.202
C -0.05 -2.70 -1.95 0.082
H -1.25 -4.13 -0.69 0.436
C 1.05 -1.84 -1.59 -0.652
C 1.20 -1.92 -0.16 -1.064
H 1.97 -1.42 0.43 0.492
H 0.24 -3.26 1.36 0.442
H -0.38 -2.89 -2.96 -0.118
H 1.71 -1.31 -2.26 0.710
O 1.86 1.64 -4.05 -0.502
C 0.82 1.31 -3.10 1.064
C -0.34 2.33 -3.19 0.025
H 1.27 1.36 -2.09 0.193
H 0.52 0.27 -3.28 -1.008
C 0.31 3.50 -4.01 -0.549
H -0.58 2.64 -2.15 -0.067
H -1.30 1.94 -3.59 0.190
C 1.77 3.08 -4.19 -0.654
H 0.29 4.48 -3.50 0.336
H -0.19 3.62 -4.99 0.220
H 2.36 3.56 -3.38 0.387
H 2.23 3.41 -5.14 0.321
C 4.01 -0.62 3.21 -1.799
C 2.56 -0.78 3.65 1.807
C 2.20 -2.26 3.69 -1.432
C 2.32 -0.06 4.96 -1.405
O 1.75 -0.17 2.55 0.216
Si 0.16 0.17 2.36 -1.991
O -0.41 -0.09 0.87 2.536
O -0.66 -0.72 3.47 -0.099
C -1.59 -0.43 4.54 2.203
C -3.00 -0.31 3.98 -2.001
C -1.58 -1.63 5.46 -1.889
C -1.20 0.81 5.31 -1.790
O -0.07 1.75 2.73 -0.261
C 0.66 2.94 2.29 2.207
C 0.82 2.95 0.77 -1.626
C -0.22 4.09 2.75 -1.962
C 1.98 2.99 3.05 -1.504
H 4.70 -1.01 3.97 0.355
H 4.27 0.44 3.04 0.331
H 4.19 -1.17 2.28 0.371
H 2.87 -2.80 4.39 0.503
H 1.17 -2.42 4.02 0.055
H 2.34 -2.70 2.69 0.280
H 2.67 0.99 4.90 0.206
H 1.27 -0.08 5.26 -0.066
H 2.89 -0.54 5.77 0.539
H -3.27 -1.22 3.43 0.363
H -3.69 -0.19 4.82 0.584
H -3.13 0.57 3.34 0.320
H -0.60 -1.76 5.94 0.309
H -2.32 -1.50 6.26 0.420
H -1.85 -2.53 4.89 0.339
H -0.30 0.65 5.92 0.487
H -1.05 1.68 4.66 0.179
H -2.01 1.06 6.00 0.514
H -0.18 2.95 0.29 0.265
H 1.35 3.87 0.44 0.588
H 1.41 2.09 0.41 0.154
H -0.38 4.00 3.84 0.405
H 0.23 5.06 2.53 0.408
H -1.20 4.04 2.25 0.328
H 1.78 2.94 4.13 0.293
H 2.66 2.17 2.78 0.036
H 2.50 3.94 2.84 0.533